DFT (wB97M-V/def2-TZVPD) results for a structure of composition C18H30BrF12N2O6S3SiTi.

Geometry as XYZ:
```
74
Properties=species:S:1:pos:R:3:forces:R:3:lowdin_charge:R:1
Ti 1.981 0.680 0.193 -1.1916 0.2406 -2.0312 0.97
F 4.327 -2.467 2.544 0.0562 2.0763 -0.3958 0.19
C 4.727 -1.265 2.115 2.4826 -0.1869 -1.9236 -0.52
F 5.981 -0.994 2.628 -2.8380 -0.2789 -0.8716 0.13
F 4.814 -1.268 0.728 -0.0901 -0.2750 1.9332 0.07
S 3.478 0.159 2.478 0.1470 -0.0124 3.7154 0.78
O 2.188 -0.472 2.022 0.5630 0.7377 -1.1352 -0.39
O 3.749 0.277 3.910 -0.9549 0.5837 -2.9119 -0.22
N 3.317 1.540 1.521 0.8750 -1.2419 0.6709 -0.39
S 4.114 3.069 1.720 1.2440 0.2801 -0.7866 0.71
O 4.546 3.290 3.052 -0.3921 -0.5139 0.0075 -0.22
O 3.348 4.047 0.992 0.5984 -1.5661 0.4827 -0.26
C 5.750 2.664 0.705 0.3501 -0.5162 -0.7212 -0.54
F 6.151 1.362 0.890 -1.0541 1.4848 -0.1246 0.10
F 6.824 3.416 0.968 -1.7284 -0.3535 -0.0859 0.17
F 5.351 2.831 -0.586 0.6768 -0.3054 1.1096 0.10
C 4.697 0.557 -2.942 -1.0305 0.2262 2.1792 0.05
C 3.427 -0.250 -2.560 0.4267 0.3347 -0.7946 -0.30
O 2.874 -0.001 -1.279 -0.3094 0.9908 2.0315 -0.22
C 2.292 0.194 -3.513 -2.2333 -0.9125 -0.9020 -0.50
F 2.374 -0.235 -4.794 0.8585 0.7494 1.0285 0.17
F 2.160 1.540 -3.476 0.3695 -0.8330 -0.1762 0.14
F 1.077 -0.306 -3.103 1.0391 0.3353 0.0711 0.06
C 3.902 -1.761 -2.660 0.4038 -1.0282 -0.8963 -0.53
F 4.209 -2.209 -3.933 -1.0960 1.1778 1.1788 0.14
F 5.049 -1.933 -2.003 0.1443 0.5376 0.5348 0.16
F 3.040 -2.605 -2.115 -0.6084 0.1199 -0.1584 0.18
H 4.506 1.621 -3.024 -0.1352 0.0408 0.0793 0.10
H 4.968 0.176 -3.881 0.8314 -0.4626 -1.2784 0.09
H 5.438 0.367 -2.157 0.0528 0.0971 -0.4919 0.11
O -0.128 3.157 -2.157 0.5770 0.2162 1.2050 -0.41
S 0.432 3.403 -0.834 -0.9968 0.9662 -1.9401 0.90
N 0.877 2.222 -0.056 2.2898 -2.4607 0.8490 -0.50
C -1.842 -3.430 0.018 -1.0150 0.0200 0.0594 -0.11
C -2.943 -2.330 -0.215 0.8788 0.4655 0.6215 -0.60
C -4.115 -2.521 0.765 -0.1467 -1.5719 0.4328 -0.12
C -3.326 -2.418 -1.700 1.0199 0.6203 -0.3406 -0.09
Si -2.570 -0.481 0.369 -0.6369 -0.2816 -0.7637 0.60
Br -0.402 -0.535 -0.513 1.4185 0.1930 0.2744 0.72
C -3.416 0.860 -0.709 -1.3696 1.0016 -0.4109 -0.57
C -5.010 0.895 -0.652 0.9726 -1.0217 0.6359 -0.07
C -2.989 0.763 -2.199 0.6017 -1.1643 -0.7402 -0.11
C -3.028 2.289 -0.213 -1.0831 -0.0110 -1.2598 -0.11
C -2.418 -0.070 2.232 0.2607 -0.6122 -0.8140 -0.62
C -1.477 -1.150 2.763 0.9915 -0.9622 0.4384 -0.13
C -1.812 1.331 2.494 0.9993 -0.5128 -0.3176 -0.08
C -3.751 -0.245 2.983 -0.0128 0.2080 0.7034 -0.07
H -2.365 -4.406 0.025 0.0333 0.3805 0.2504 0.09
H -1.341 -3.306 0.983 0.1755 -0.1360 -0.3572 0.06
H -1.156 -3.552 -0.833 0.0859 0.5829 0.4232 0.07
H -4.737 -3.409 0.566 0.1506 0.1617 -0.3809 0.11
H -4.791 -1.673 0.769 -0.2779 0.1951 -0.0167 0.06
H -3.769 -2.714 1.812 -0.0353 0.2981 -0.9471 0.08
H -3.312 -3.455 -2.012 -0.2996 -0.3374 0.0083 0.09
H -2.604 -1.899 -2.395 -0.5872 -0.7090 0.9295 0.08
H -4.285 -1.986 -1.893 -0.7267 0.2066 -0.2030 0.07
H -5.432 -0.043 -1.010 -0.0569 -0.1468 0.1411 0.07
H -5.424 1.656 -1.305 0.2875 0.3627 -0.0564 0.08
H -5.350 1.080 0.379 -0.0363 -0.0855 -0.3261 0.08
H -3.790 0.693 -2.971 0.1384 0.3375 0.9092 0.11
H -2.374 -0.141 -2.435 -0.3537 0.9963 0.2911 0.02
H -2.362 1.620 -2.422 0.0714 0.1025 -0.3027 0.06
H -3.511 2.523 0.717 0.2326 -0.0178 0.6918 0.06
H -3.500 3.027 -0.911 0.5802 -0.5662 0.2046 0.11
H -1.961 2.444 -0.211 0.2537 0.1320 0.2784 0.01
H -0.540 -1.379 2.206 -0.6714 0.4518 0.0609 0.05
H -1.928 -2.137 2.977 -0.1900 0.4887 -0.3566 0.09
H -1.148 -0.799 3.727 0.2653 0.0671 0.6302 0.08
H -2.630 2.057 2.545 0.6288 0.2045 -0.4464 0.07
H -0.935 1.566 1.783 -1.6292 0.0270 0.8522 0.07
H -1.345 1.321 3.486 -0.1459 -0.0538 0.0248 0.09
H -4.276 -1.152 2.615 0.1424 1.0730 0.8079 0.05
H -4.379 0.667 2.918 0.1372 -0.6484 -0.1661 0.09
H -3.495 -0.368 4.074 -0.3786 0.0139 -0.9147 0.11
```
Positions in Å, forces in eV/Å.

## Properties
ΔE to the lowest compared entry with this formula, charge and spin = 119.9 kJ/mol
F_max = 3.7 eV/A
HOMO energy = -0.451 Eh
Charge = +1



DFT (wB97M-V/def2-TZVPD) results for a cluster of 3 separate species, C18H30Cl2N6O6P in total.

Geometry as XYZ:
```
63
Properties=species:S:1:pos:R:3:forces:R:3:lowdin_charge:R:1
C -0.958 1.403 -2.496 -0.0495 0.2619 -0.0866 -0.07
C -1.567 1.826 -1.162 0.0818 0.2440 0.0495 -0.37
C -0.591 2.734 -0.378 -0.1518 -0.2950 -0.1371 -0.05
C -2.093 0.649 -0.306 -0.0862 -0.0469 -0.1403 -0.06
C -1.297 -0.604 -0.377 -0.0692 -0.0289 0.0509 -0.10
C -0.325 -1.116 0.416 0.1900 -0.1654 -0.2785 -0.08
C 0.232 -0.495 1.629 -0.0628 -0.0258 -0.0258 -0.22
C 1.168 0.527 1.533 0.1547 -0.0286 -0.1720 -0.05
C 1.668 1.107 2.686 0.1137 0.1651 0.0917 -0.06
C 1.224 0.681 3.929 0.0214 0.0062 0.1623 -0.06
C 0.270 -0.320 4.023 0.0357 -0.0928 0.1730 -0.07
C -0.221 -0.909 2.874 -0.2538 -0.1490 0.0210 -0.04
N 0.045 -2.380 -0.117 -0.3001 0.2447 -0.1403 0.07
P 1.339 -3.428 0.447 0.3199 -0.3431 0.1016 0.43
O 0.869 -4.759 0.759 -0.0646 0.1458 -0.1094 -0.21
O 2.366 -3.334 -0.749 0.0015 0.1071 0.1815 -0.10
O 1.961 -2.623 1.639 -0.0115 -0.0788 -0.1944 -0.05
C -0.721 -2.629 -1.208 0.0129 0.2112 0.2484 -0.25
C -0.829 -3.759 -2.197 0.1201 0.1742 -0.1094 -0.61
Cl -1.231 -5.293 -1.419 -0.0661 -0.1393 0.0541 0.76
C 0.324 -3.882 -3.245 -0.1557 -0.3702 0.0667 -0.66
C 1.330 -5.013 -3.053 0.2254 0.1814 -0.0488 -0.13
Cl 1.120 -2.274 -3.422 -0.0332 0.1567 0.0123 0.70
N -1.521 -1.567 -1.339 0.0651 -0.3198 0.0750 -0.02
O -2.441 -1.447 -2.336 -0.0154 0.0176 -0.0668 0.10
H -1.692 0.965 -3.173 0.0298 -0.1671 0.0504 0.08
H -0.116 0.718 -2.364 -0.0084 -0.0726 0.0016 0.07
H -0.563 2.292 -2.989 0.0219 -0.0244 -0.0089 0.09
H -2.448 2.424 -1.404 -0.0490 -0.0346 0.0772 0.13
H -0.956 3.759 -0.369 0.0929 0.0460 0.0256 0.09
H 0.387 2.753 -0.856 0.0526 0.0806 0.1083 0.05
H -0.472 2.398 0.653 -0.0101 0.1134 0.0027 0.05
H -3.109 0.401 -0.622 -0.0214 0.0244 0.0784 0.13
H -2.136 0.946 0.742 -0.1275 -0.0189 -0.0153 0.11
H 1.508 0.870 0.562 -0.0366 -0.0196 0.0161 0.12
H 2.397 1.903 2.618 0.0128 0.0086 -0.0346 0.11
H 1.608 1.133 4.834 0.0328 0.0474 -0.0402 0.12
H -0.105 -0.642 4.984 -0.0157 0.0520 -0.0091 0.12
H -0.983 -1.674 2.949 0.0040 -0.0295 0.0098 0.14
H 2.414 -2.479 -1.203 0.0038 -0.0865 -0.1862 0.06
H 2.792 -2.175 1.433 -0.0058 0.0785 0.1438 0.12
H -1.721 -3.505 -2.760 0.0808 0.0807 -0.0546 0.09
H -0.175 -4.027 -4.200 0.0419 0.0873 -0.0222 0.10
H 1.431 -5.327 -2.020 -0.0612 -0.0424 0.0572 0.05
H 2.311 -4.689 -3.396 -0.0171 0.0032 -0.0478 0.08
H 1.042 -5.863 -3.668 -0.1027 -0.0561 0.1348 0.09
H -3.284 -1.757 -1.968 -0.0256 0.0549 0.0160 0.16
C 3.047 4.439 -1.917 -0.0032 0.1631 -0.0762 -0.67
O 1.841 4.378 -1.735 0.0534 -0.1211 0.0006 0.01
N 3.888 5.036 -1.022 0.0111 -0.1190 0.0411 0.15
N 3.644 3.922 -3.032 0.0099 -0.1089 0.0942 0.15
H 4.877 5.115 -1.159 -0.0004 0.0333 -0.0289 0.10
H 3.473 5.448 -0.207 -0.0143 0.0382 -0.0142 0.10
H 3.048 3.507 -3.722 -0.0168 0.0414 -0.0275 0.10
H 4.629 3.980 -3.210 0.0008 0.0473 -0.0141 0.09
C -3.241 1.122 4.213 -0.0016 -0.0141 0.0219 -0.67
O -2.990 0.025 4.682 -0.0048 -0.0190 -0.0280 0.03
N -4.393 1.797 4.493 0.0257 -0.0505 -0.0506 0.16
N -2.370 1.750 3.359 -0.0796 -0.0124 -0.1539 0.16
H -4.608 2.704 4.123 0.0251 0.0216 0.0174 0.09
H -5.040 1.359 5.121 0.0034 -0.0016 0.0203 0.11
H -1.520 1.255 3.161 0.0869 0.0954 0.0321 0.06
H -2.535 2.645 2.940 -0.0106 0.0488 0.0842 0.10
```
Positions in Å, forces in eV/Å.

## Properties
F_max = 0.5 eV/A
HOMO energy = -0.441 Eh
Charge = +1



DFT (wB97M-V/def2-TZVPD) results for a structure of composition C18H30F3FeGeNO3S.

Geometry as XYZ:
```
58
Properties=species:S:1:pos:R:3:forces:R:3:lowdin_charge:R:1
Fe 2.789 1.304 16.195 -0.7073 0.2825 0.3234 0.84
C 3.916 3.768 19.025 -0.1193 -0.3648 0.2737 -0.03
C 4.316 2.318 18.923 0.2394 -0.4709 0.7443 -0.64
C 3.343 1.444 19.755 0.8811 0.6468 -0.4446 -0.03
C 5.764 2.099 19.529 -1.6465 -0.2265 0.0972 -0.04
O 4.308 1.974 17.502 0.1931 -0.2473 0.7166 -0.42
Ge 5.241 0.439 16.890 0.0181 0.1066 -0.4527 1.15
O 3.447 -0.380 16.838 0.4191 0.4467 0.9485 -0.41
C 3.154 -1.721 17.198 0.1421 -0.8111 0.0047 -0.76
C 4.325 -2.474 17.727 1.1142 0.2112 0.9819 -0.07
C 1.997 -1.815 18.137 -1.2950 -0.1421 -1.0023 -0.01
C 2.814 -2.394 15.943 -1.7379 -1.3727 -2.6286 -0.05
O 4.385 1.134 15.224 1.0308 0.5204 -1.4324 -0.44
C 5.033 2.047 14.221 0.0077 -0.4217 1.0192 -0.62
C 6.451 2.345 14.693 -0.3470 1.6468 -1.5144 -0.05
C 5.028 1.271 12.923 0.4633 -0.6206 0.4386 -0.02
C 4.169 3.288 14.126 -0.5876 0.4356 0.6005 -0.03
H 3.849 3.968 20.076 0.2303 0.5638 0.6496 0.09
H 4.608 4.421 18.537 0.6303 0.4316 -0.1659 0.09
H 2.938 4.005 18.645 -0.4949 -0.2850 -0.4120 0.05
H 3.482 1.821 20.785 -0.3415 -0.5914 -0.3268 0.10
H 2.306 1.592 19.436 0.1433 -0.2424 0.1104 0.06
H 3.681 0.401 19.656 -0.4396 0.1902 0.2996 0.07
H 5.823 2.434 20.582 -0.1262 0.1782 -0.6701 0.11
H 6.028 1.039 19.573 -0.0538 -0.0625 -0.2145 0.06
H 6.451 2.616 18.903 0.8643 0.5121 -0.2993 0.07
H 4.730 -2.062 18.651 -0.0843 0.0807 0.2479 0.09
H 3.950 -3.460 17.947 0.1601 -0.4598 0.1435 0.10
H 5.169 -2.563 17.044 -0.1110 0.0074 -0.2651 0.08
H 2.227 -1.476 19.113 0.0323 0.6844 0.9739 0.07
H 1.181 -1.254 17.636 0.1078 -0.1281 0.7880 0.11
H 1.660 -2.861 18.225 0.1849 0.3845 -0.0877 0.11
H 3.688 -2.442 15.288 -0.0881 0.0178 -0.0406 0.10
H 2.459 -3.467 16.098 0.3302 1.4637 -0.2149 0.13
H 2.022 -1.802 15.382 0.6542 -0.8609 0.6111 0.10
H 7.108 1.511 14.737 0.3644 -1.0360 -0.0716 0.07
H 6.820 2.998 13.857 0.1720 -0.3495 0.9850 0.12
H 6.530 2.886 15.635 -0.2976 0.1806 -0.0213 0.09
H 5.633 0.373 13.119 -0.1884 0.1223 -0.4583 0.10
H 4.014 0.963 12.666 0.0449 0.0748 -0.0672 0.08
H 5.469 1.840 12.105 -0.0368 0.0075 0.0186 0.10
H 3.927 3.677 15.136 0.3197 -0.0549 -0.4048 0.09
H 4.595 4.122 13.538 -0.0520 -0.6085 0.2078 0.11
H 3.216 2.990 13.678 0.0122 0.2009 -0.1265 0.08
F -3.281 2.409 15.768 -0.7705 -0.1179 0.3396 0.16
C -2.047 2.650 16.196 0.2609 0.1517 -1.5034 -0.63
F -1.869 3.982 16.136 0.0798 -0.1153 0.4920 0.15
F -1.901 2.222 17.442 -0.2184 0.1800 0.2548 0.16
C -1.081 1.954 15.265 -0.6951 -0.3934 -0.9269 -0.09
C -1.478 1.312 14.066 1.9973 -0.6160 0.5715 0.09
C -0.531 0.542 13.303 -0.9414 2.2140 2.4066 0.01
C 0.737 0.529 13.813 1.0003 -0.0825 -0.0052 -0.11
N 1.125 1.216 14.894 -0.3200 -0.3642 -0.2021 -0.07
C 0.242 1.935 15.618 1.5941 -0.4761 0.1251 -0.61
S 1.113 2.648 16.970 -0.5654 0.3827 0.2294 0.78
H -2.495 1.352 13.784 -0.8948 0.0668 -0.3230 0.12
H -0.759 0.074 12.396 -0.4744 -0.6794 -1.0160 0.10
H 1.549 -0.025 13.367 -0.0574 -0.1907 -0.3049 0.12
```
Positions in Å, forces in eV/Å.

## Properties
ΔE to the lowest compared entry with this formula, charge and spin = 0.0 kJ/mol
Spin multiplicity = 6
F_max = 3.4 eV/A
HOMO energy (alpha / beta) = -0.442 / -0.443 Eh
Charge = +1



DFT (wB97M-V/def2-TZVPD) results for a structure of composition C18H30F6MnN2O14P3S2Te.

Geometry as XYZ:
```
77
Properties=species:S:1:pos:R:3:forces:R:3:lowdin_charge:R:1
Mn -0.648 -0.416 0.192 -0.5949 0.6752 -0.0399 1.08
O -4.202 -2.962 -0.092 0.6990 0.3747 0.0410 -0.14
P -3.563 -1.820 0.884 -1.2498 -0.8286 0.0747 0.21
O -4.676 -1.107 1.542 0.2293 0.0351 -0.0042 -0.29
O -2.604 -1.029 0.019 1.8975 0.5710 -0.1900 -0.33
O -2.736 -2.787 1.871 0.3137 0.8783 -0.2948 -0.24
P -1.456 -2.321 2.777 -1.3340 -1.1769 1.2069 0.27
O -0.864 -3.775 3.038 -0.3627 0.7474 0.4703 -0.12
O -1.861 -1.672 4.022 0.2190 0.1866 -0.1524 -0.24
O -0.540 -1.565 1.802 -0.8377 0.6475 -0.9818 -0.44
H -5.127 -2.967 0.140 -0.5428 -0.0876 0.0284 0.05
H -0.625 -4.150 2.181 0.0151 -0.3753 -0.3494 0.00
F 4.074 -0.089 2.348 -0.5945 -0.3105 -0.1332 0.01
C 3.592 -1.245 1.836 0.7455 0.4376 0.0929 -0.59
F 4.133 -1.325 0.608 -0.4190 -0.1678 -0.1836 0.10
F 4.186 -2.215 2.567 -0.4031 -0.0993 -0.0178 0.08
S 1.626 -1.363 1.866 5.5816 0.4182 1.5446 0.61
O 1.461 -1.098 0.451 -1.6323 0.3498 -1.3520 -0.34
O 1.436 -0.411 2.908 -0.9384 -0.8115 0.2492 -0.39
N 1.641 -2.890 2.274 -0.8424 0.0624 -0.3251 -0.28
S 1.502 -3.856 1.064 1.8521 -2.6574 0.5484 0.59
O 2.516 -3.773 0.058 0.1465 0.2959 -0.3435 -0.27
O 0.182 -4.189 0.603 -0.8373 0.1990 -0.2143 -0.28
C 2.016 -5.451 1.976 0.1977 -0.3664 0.0006 -0.62
F 3.223 -5.367 2.549 -0.0792 0.4321 -0.0885 0.12
F 2.102 -6.475 1.095 -0.1556 0.4397 -0.2683 0.10
F 1.162 -5.863 2.918 -0.2357 0.3986 0.0067 0.12
C 1.238 -0.058 -6.121 -0.0441 -0.0519 0.0964 -0.06
C 0.856 -0.626 -4.780 0.0457 -0.1943 -0.0261 -0.29
C 1.073 -1.965 -4.500 -0.0221 0.1180 0.1110 -0.04
C 0.697 -2.484 -3.262 0.0147 -0.1199 -0.0745 -0.26
C 0.959 -3.916 -2.917 0.0968 0.0184 0.0629 -0.04
C 0.088 -1.663 -2.341 -0.1253 0.4537 0.0853 0.00
C -0.126 -0.282 -2.569 0.2763 -1.0194 -0.1919 -0.25
C 0.275 0.200 -3.832 -0.0124 0.2277 0.3094 -0.02
N -0.710 0.425 -1.554 -0.0232 0.0617 0.5104 -0.04
C -1.376 1.708 -1.817 -0.3443 0.4494 0.2941 -0.58
C -2.370 1.571 -2.988 0.2742 -0.1062 0.2286 -0.03
C -2.216 2.082 -0.579 0.2801 -0.3138 -0.0318 -0.04
C -0.365 2.853 -2.026 -0.0840 -0.3562 0.1015 -0.03
H 1.836 -0.775 -6.683 0.0180 0.0316 -0.0548 0.06
H 1.812 0.860 -6.002 0.0456 0.0657 -0.0519 0.07
H 0.345 0.178 -6.704 0.0000 0.0312 -0.0732 0.07
H 1.542 -2.601 -5.237 0.0438 -0.1189 -0.0741 0.10
H 1.118 -4.520 -3.809 -0.0185 -0.0573 -0.0501 0.07
H 0.138 -4.324 -2.335 -0.1073 -0.1512 0.0581 0.08
H 1.844 -3.972 -2.284 0.0816 -0.1061 0.0339 0.07
H -0.262 -2.096 -1.400 0.0685 -0.1820 -0.1995 0.10
H 0.162 1.238 -4.094 -0.0534 0.0742 0.0422 0.09
H -3.110 0.824 -2.716 -0.1697 -0.0850 -0.0110 0.09
H -1.888 1.251 -3.905 -0.0389 0.0016 -0.1356 0.06
H -2.868 2.523 -3.170 -0.0307 0.0880 0.0498 0.08
H -2.876 1.254 -0.310 -0.1082 0.1463 -0.0607 0.07
H -2.811 2.968 -0.797 -0.0275 0.0347 0.0333 0.09
H -1.562 2.295 0.266 -0.1292 0.1139 -0.0340 0.05
H 0.297 2.698 -2.869 0.0693 -0.0248 -0.1350 0.06
H 0.241 2.928 -1.128 0.0937 0.1256 0.0869 0.06
H -0.898 3.791 -2.179 -0.0827 0.1332 0.0322 0.08
C -1.511 2.326 5.184 0.1525 0.0536 -0.3936 -0.07
C -0.958 3.138 4.024 0.0157 0.7237 0.8232 -0.37
O -0.802 2.334 2.886 0.4267 -0.7662 -0.6250 -0.27
P 0.615 2.241 2.095 -0.4908 2.4868 0.3945 0.19
O 0.411 1.244 1.020 -0.8341 -1.5180 -1.0186 -0.38
Te 2.446 2.387 3.555 0.1916 0.4160 0.1082 0.55
O 0.533 3.646 1.191 0.0213 -1.1576 0.0314 -0.31
C 0.930 4.915 1.604 0.4494 0.7096 0.4150 -0.38
C 1.427 5.711 0.399 -0.2115 -0.3285 0.2190 -0.08
H -1.767 2.988 6.010 -0.0376 0.0624 0.1072 0.06
H -0.776 1.599 5.516 0.1123 -0.1077 0.0440 0.07
H -2.392 1.784 4.858 -0.1912 -0.1019 0.0301 0.08
H 0.017 3.580 4.304 -0.3926 -0.0896 -0.0510 0.03
H -1.649 3.957 3.772 0.0982 -0.1203 -0.0320 0.11
H 1.731 4.824 2.360 -0.2652 0.1224 -0.1870 0.02
H 0.079 5.438 2.068 0.0709 -0.0544 -0.0242 0.11
H 2.360 5.295 0.026 0.0835 -0.0543 -0.0208 0.07
H 1.583 6.753 0.671 0.0325 0.0968 0.0283 0.06
H 0.688 5.656 -0.398 -0.0561 0.0714 -0.1054 0.06
```
Positions in Å, forces in eV/Å.

## Properties
Spin multiplicity = 5
F_max = 5.8 eV/A
HOMO energy (alpha / beta) = -0.085 / -0.085 Eh
Charge = -2